(1)
DFT (ωB97M-V/def2-TZVPD) results for a molecular structure, C44H60N6O10 at a distorted geometry.

For the highest occupied orbital energy, the calculation gives -6.0127 eV. For the energy, the calculation gives -76001.3691 eV. As for the energy above the lowest of the compared OMol25 structures with the same formula, charge and spin: 1493.0 kJ/mol.

The geometry in ORCA input format:
```
! RIJCOSX wB97M-V def2-TZVPD def2/J DEFGRID3
* xyz 0 1
O 20.76880 -2.84943 3.00804
C 21.31222 -3.43244 2.09721
O 21.99945 -2.86913 1.12250
C 22.17893 -3.78150 0.02475
C 21.42408 -5.10363 0.39330
C 21.18983 -4.92897 1.88145
H 23.23583 -3.98681 -0.11896
H 21.68568 -3.46668 -0.89272
H 22.16601 -5.86610 0.16875
H 20.50971 -5.12336 -0.19057
H 22.00951 -5.40078 2.43303
H 20.30201 -5.34153 2.35665
O 17.65376 -2.55584 7.30823
C 17.30158 -3.03724 8.35731
O 16.00498 -3.12101 8.64994
C 15.79179 -3.79552 9.91317
C 17.17863 -4.38019 10.23361
C 18.17390 -3.54956 9.45009
H 15.04217 -4.58505 9.90424
H 15.39404 -3.05645 10.61021
H 17.24984 -5.40027 9.84434
H 17.43463 -4.53063 11.28282
H 18.94225 -4.19629 9.02070
H 18.76711 -2.85354 10.04237
O 10.59248 -2.97322 6.18650
C 11.54156 -2.26447 6.31330
O 12.72385 -2.81488 6.76228
C 13.76511 -1.85248 6.88809
C 13.25884 -0.62085 6.13137
C 11.74823 -0.77741 6.07237
H 14.75273 -2.12013 6.52597
H 13.78140 -1.55272 7.93927
H 13.59976 -0.62601 5.09394
H 13.59535 0.29602 6.61245
H 11.38702 -0.48866 5.08570
H 11.12730 -0.21587 6.77220
O 19.39092 2.64367 8.10056
C 19.09994 1.71757 7.40090
O 17.93597 1.55358 6.74138
C 17.88534 0.30533 5.97936
C 19.36539 -0.08438 5.83775
C 19.90173 0.48141 7.14817
H 17.31643 0.60058 5.10164
H 17.29985 -0.41631 6.55234
H 19.73897 0.52514 5.01513
H 19.65174 -1.13028 5.77076
H 20.96276 0.73130 7.13690
H 19.73128 -0.06783 8.08078
O 16.73237 1.13536 2.77940
C 17.61540 0.76361 2.05340
O 18.72620 0.15872 2.43952
C 19.66746 -0.04696 1.34821
C 19.13543 0.78495 0.20617
C 17.65632 0.94723 0.53127
H 19.58548 -1.11192 1.14941
H 20.66691 0.27235 1.62540
H 19.27215 0.33050 -0.77611
H 19.62874 1.75738 0.15187
H 17.11392 0.11151 0.07665
H 17.20623 1.86134 0.15579
N 17.11502 -4.56690 -0.91653
C 18.14763 -3.99946 -0.20765
C 18.51668 -2.82565 -0.85059
C 17.55381 -2.57531 -1.85410
C 16.70010 -3.63216 -1.81575
H 16.71638 -5.44906 -0.65057
H 18.44333 -4.43469 0.73380
H 19.38287 -2.21306 -0.66077
H 17.44291 -1.78136 -2.57372
H 15.84134 -3.79845 -2.44998
N 18.90388 -5.69921 6.39936
C 19.73673 -5.50167 5.34323
C 20.72501 -6.45706 5.39213
C 20.44979 -7.24299 6.52813
C 19.30999 -6.76600 7.14613
H 18.11624 -5.09986 6.57989
H 19.44264 -4.69375 4.69200
H 21.43792 -6.47990 4.58445
H 20.95811 -8.10774 6.92913
H 18.82549 -7.11835 8.03979
N 14.19932 0.06064 4.17006
C 14.37821 1.21349 4.86462
C 13.13947 1.50395 5.41605
C 12.20846 0.57415 4.93070
C 12.88092 -0.32931 4.11589
H 14.90659 -0.44096 3.65322
H 15.36213 1.58314 5.09204
H 12.91991 2.22539 6.18781
H 11.18890 0.54980 5.28411
H 12.50116 -1.16854 3.56091
N 17.67459 -2.57941 3.30977
C 17.06140 -2.69830 4.52863
C 15.73967 -2.58028 4.19115
C 15.53299 -2.59913 2.81423
C 16.83313 -2.57141 2.25619
H 18.63876 -2.27309 3.27548
H 17.58505 -2.80070 5.46318
H 14.98803 -2.51990 4.97293
H 14.58365 -2.62611 2.30585
H 17.25932 -2.38018 1.29003
N 15.42095 -7.83716 2.58419
C 16.50055 -6.97957 2.47945
C 16.21438 -5.88093 3.23364
C 14.98005 -6.03336 3.88427
C 14.47011 -7.23918 3.38266
H 15.32759 -8.67142 2.03776
H 17.37709 -7.22416 1.90241
H 16.78883 -4.97254 3.33626
H 14.48746 -5.42722 4.62296
H 13.60567 -7.81496 3.67255
N 14.11099 -1.95274 -0.39449
C 13.02345 -2.55790 -1.00707
C 11.94584 -1.73585 -0.90792
C 12.34277 -0.58713 -0.18132
C 13.64605 -0.78143 0.18269
H 15.02965 -2.31929 -0.22629
H 13.19686 -3.55681 -1.37522
H 10.92623 -1.83098 -1.24593
H 11.72403 0.27336 0.00879
H 14.31029 -0.06977 0.65098
*
```

=====

(2)
DFT (ωB97M-V/def2-TZVPD) results for a single FH3N2O2S molecule at a distorted geometry.

For the highest occupied orbital energy, the calculation gives -11.0802 eV. For the energy, the calculation gives -20674.9161 eV. As for the energy above the lowest of the compared OMol25 structures with the same formula, charge and spin: 22.8 kJ/mol.

The geometry in ORCA input format:
```
! RIJCOSX wB97M-V def2-TZVPD def2/J DEFGRID3
* xyz 0 1
N 0.51375 1.18404 -0.83959
N 0.71491 -0.06858 -0.15193
S -0.47770 -0.88659 0.47714
O -0.00175 -2.19102 0.66547
O -1.68667 -0.62592 -0.12131
F -0.48575 -0.12864 1.90515
H -0.44946 1.33302 -1.18677
H 0.38784 2.00068 -0.24995
H 1.48483 -0.61699 -0.49822
*
```

=====

(3)
DFT (ωB97M-V/def2-TZVPD) results for a molecular structure, C39H30AsMnN5OS2 at a distorted geometry.

For the highest occupied orbital energy (spin up / spin down), the calculation gives -6.6320 / -6.6570 eV. For the energy, the calculation gives -164257.5042 eV. As for the energy above the lowest of the compared OMol25 structures with the same formula, charge and spin: 0.0 kJ/mol.

The geometry in ORCA input format:
```
! RIJCOSX wB97M-V def2-TZVPD def2/J DEFGRID3
* xyz 0 2
Mn -0.34053 0.81826 1.39342
C 2.96381 -0.21939 1.49762
C 2.05504 -1.09228 2.29578
C 2.58518 -2.02013 3.19296
C 1.74196 -2.77575 3.96697
C 0.37455 -2.61072 3.81068
C -0.08154 -1.70378 2.88097
N 0.73539 -0.94484 2.14456
C -1.53373 -1.46873 2.69181
C -2.51809 -2.36350 3.06904
C -3.84234 -1.98293 2.94022
C -4.14111 -0.74699 2.40734
C -3.09897 0.06579 1.98835
N -1.83905 -0.30015 2.15060
C -3.27210 1.37498 1.31142
C -4.49595 1.99621 1.22076
C -4.58777 3.18241 0.51125
C -3.46322 3.67513 -0.10325
C -2.24622 2.99962 0.02335
C -1.03921 3.52089 -0.69138
N -2.15871 1.87965 0.75602
H 3.97803 -0.61996 1.48882
H 2.97278 0.78113 1.93261
H 2.60752 -0.11701 0.48231
H 3.65964 -2.11414 3.28750
H 2.13639 -3.47674 4.69207
H -0.32762 -3.15402 4.42997
H -2.25513 -3.33882 3.45622
H -4.63702 -2.64518 3.25831
H -5.16893 -0.43208 2.30063
H -5.36759 1.57318 1.70342
H -5.53386 3.70289 0.43025
H -3.50083 4.58013 -0.69451
H -1.34212 3.96737 -1.64367
H -0.33340 2.71778 -0.86963
H -0.54449 4.28735 -0.09271
S -0.11420 1.48616 4.05320
C 0.14493 2.87917 3.08613
S 1.08634 2.64582 1.63126
C -0.39175 4.12918 3.36803
C -1.20978 4.34691 4.52652
N -1.88333 4.54914 5.44303
C -0.25493 5.21817 2.44453
N -0.17468 6.08255 1.68034
O -0.19346 0.24348 -0.71134
As 0.75218 -0.60620 -1.76512
C 2.28528 0.41408 -2.27070
C 3.11834 -0.03331 -3.29643
C 4.17580 0.76440 -3.70783
C 4.37604 2.00774 -3.11467
C 3.53444 2.45152 -2.10316
C 2.48296 1.65280 -1.67406
C 1.24780 -2.33006 -1.09623
C 2.54214 -2.82998 -1.17652
C 2.83296 -4.06503 -0.61269
C 1.83615 -4.78646 0.03349
C 0.54157 -4.28335 0.11255
C 0.24345 -3.05294 -0.45438
C -0.22022 -0.88547 -3.39363
C -0.56298 0.24974 -4.12557
C -1.30493 0.11588 -5.28815
C -1.70169 -1.14784 -5.71622
C -1.35825 -2.27618 -4.98519
C -0.61666 -2.14751 -3.81730
H 2.93618 -0.99096 -3.77237
H 4.83680 0.42289 -4.49548
H 5.19323 2.63399 -3.45049
H 3.69302 3.41951 -1.64293
H 1.82676 1.98328 -0.87660
H 3.32338 -2.25368 -1.65758
H 3.83920 -4.46345 -0.66848
H 2.07087 -5.74338 0.48630
H -0.22925 -4.84522 0.62655
H -0.75393 -2.63676 -0.38188
H -0.24573 1.22653 -3.78568
H -1.56903 0.99356 -5.86598
H -2.27564 -1.25120 -6.62942
H -1.66216 -3.25872 -5.32781
H -0.33801 -3.02444 -3.24813
*
```

=====

(4)
DFT (ωB97M-V/def2-TZVPD) results for a molecular structure, C5H7N3O at a distorted geometry.

For the highest occupied orbital energy, the calculation gives -8.4476 eV. For the energy, the calculation gives -11812.7211 eV. As for the energy above the lowest of the compared OMol25 structures with the same formula, charge and spin: 354.0 kJ/mol.

The geometry in ORCA input format:
```
! RIJCOSX wB97M-V def2-TZVPD def2/J DEFGRID3
* xyz 0 1
C -0.09321 -0.83652 0.07178
C -1.22529 0.06010 -0.20250
C 0.09808 2.03350 0.35700
C 1.21611 -0.07100 0.15064
C 2.32628 -0.65702 -0.47805
H -1.23661 -2.27252 1.06652
H 0.25357 -1.66303 -0.69241
H -2.42236 -1.09996 -0.94044
H -1.82592 1.98984 0.18204
H 0.15563 3.13796 0.62700
H 3.20477 -0.06077 -0.51896
H 2.31388 -1.64189 -1.13897
N -2.49064 -0.22983 -0.47263
N -1.04952 1.38902 0.12939
N 1.20798 1.32963 0.50317
O -0.43274 -1.40752 1.35643
*
```

=====

(5)
DFT (ωB97M-V/def2-TZVPD) results for 5 unconnected molecules or ions with the total composition C7H9B3Cl13NO3 at a distorted geometry.

For the highest occupied orbital energy, the calculation gives -9.8123 eV. For the energy, the calculation gives -179862.3495 eV.

The geometry in ORCA input format:
```
! RIJCOSX wB97M-V def2-TZVPD def2/J DEFGRID3
* xyz 0 1
C 3.95404 -2.02637 0.74003
C 3.01175 -1.12606 0.69502
C 1.93583 0.06915 0.96296
B 0.39056 -0.42823 0.85265
O -0.20731 -1.53968 1.55696
B -1.65703 -1.33730 1.35595
N -2.58432 -2.38644 0.80618
O -2.24686 -0.01834 1.66672
B -1.46395 0.95922 0.91532
Cl -1.62470 2.79013 1.11007
O -0.48876 0.37290 -0.02673
H 4.87769 -2.69633 0.93189
H 2.14585 0.88067 0.15334
H 2.10907 0.56940 1.99383
H -2.36628 -3.32212 1.22337
H -2.36718 -2.46007 -0.21625
Cl -2.59333 -5.49261 1.58042
C -3.98158 -6.45674 1.05171
Cl -3.71245 -8.17194 1.39279
Cl -5.46463 -5.89204 1.83396
H -4.09368 -6.33448 -0.02486
Cl 4.41977 3.28704 3.04617
C 5.46008 1.88229 2.76041
Cl 4.53325 0.55845 2.03623
Cl 6.82829 2.32211 1.72685
H 5.85017 1.54400 3.71971
Cl -0.73691 4.95421 -3.32887
C -0.10236 5.37472 -1.73088
Cl 1.46230 4.59165 -1.45798
Cl 0.04385 7.13053 -1.56192
H -0.80268 5.01478 -0.97796
Cl -1.67787 1.64238 -3.28254
C -2.17006 1.57169 -4.98071
Cl -0.75237 1.58808 -6.03996
Cl -3.15570 0.13294 -5.28364
H -2.77247 2.45242 -5.20023
*
```